Here is 2 unconnected molecules or ions with the total composition C6H13NO from the OMol25 dataset. Energies are from ωB97M-V with the def2-TZVPD basis set.

For the energy, the calculation gives -366.3448 hartree. Its HOMO-LUMO gap is 10.2 eV. The molar mass comes out at 115.2 g mol⁻¹. The SMILES is C=CC(=C)CCN.O.

The geometry in XYZ format:
```
21
C6H13NO | the OMol25 dataset | ωB97M-V with the def2-TZVPD basis set
C -0.20 1.81 0.58
C -1.01 0.76 1.34
C -0.59 -0.66 1.02
C -1.51 -1.61 0.95
C 1.25 -1.71 -0.24
C 0.83 -1.01 0.80
N -0.32 1.72 -0.87
H -0.40 2.81 0.98
H 0.86 1.60 0.74
H -2.08 0.91 1.13
H -1.07 0.87 2.43
H -2.58 -1.49 1.17
H -1.40 -2.66 0.64
H 2.29 -1.96 -0.38
H 0.51 -2.04 -0.97
H 1.45 -0.43 1.47
H -1.14 2.20 -1.21
H -0.55 0.75 -1.10
H 1.48 0.53 -3.26
H 2.09 -0.18 -2.12
O 2.08 -0.21 -3.09
```

=====

Here is a molecular structure, C43H30I3N4O4P2Se5TeTl from the OMol25 dataset. Energies are from ωB97M-V with the def2-TZVPD basis set.

The charge is -2. For the energy, the calculation gives -16200.3538 hartree. Its HOMO-LUMO gap is 6.0 eV. The molar mass comes out at 1836.2 g mol⁻¹.

The geometry in XYZ format:
```
93
C43H30I3N4O4P2Se5TeTl | the OMol25 dataset | ωB97M-V with the def2-TZVPD basis set
Tl 2.46 -0.79 2.42
Se 0.36 0.08 4.02
Se 1.48 1.15 5.75
Te 3.38 -0.44 6.19
Se 4.53 -0.11 4.03
Se -3.59 0.24 -2.81
P -2.23 1.69 -2.08
C -3.12 3.00 -1.19
C -3.82 2.61 -0.05
C -4.52 3.55 0.68
C -4.53 4.88 0.28
C -3.83 5.27 -0.85
C -3.12 4.33 -1.59
C -1.38 2.50 -3.48
C 0.01 2.63 -3.54
C 0.59 3.23 -4.65
C -0.19 3.69 -5.69
C -1.57 3.55 -5.63
C -2.16 2.95 -4.54
C -0.93 1.25 -0.94
C -0.30 0.16 -0.34
N 0.71 0.65 0.38
N 0.71 1.96 0.25
N -0.27 2.35 -0.52
P -0.44 -1.62 -0.37
Se 0.35 -2.65 1.33
C -2.19 -2.03 -0.47
C -2.69 -2.91 -1.42
C -4.03 -3.26 -1.41
C -4.88 -2.72 -0.45
C -4.38 -1.85 0.51
C -3.04 -1.52 0.51
C 0.33 -2.11 -1.93
C -0.08 -1.51 -3.13
C 0.54 -1.85 -4.31
C 1.59 -2.77 -4.31
C 2.01 -3.35 -3.12
C 1.37 -3.03 -1.93
H -3.82 1.57 0.25
H -5.06 3.25 1.57
H -5.07 5.62 0.86
H -3.83 6.31 -1.16
H -2.55 4.64 -2.45
H 0.62 2.29 -2.72
H 1.67 3.32 -4.69
H 0.28 4.16 -6.55
H -2.19 3.90 -6.45
H -3.23 2.79 -4.51
H -2.03 -3.32 -2.18
H -4.42 -3.94 -2.15
H -5.93 -2.98 -0.44
H -5.03 -1.44 1.27
H -2.63 -0.85 1.27
H -0.90 -0.80 -3.13
H 0.22 -1.39 -5.24
H 2.09 -3.01 -5.24
H 2.85 -4.02 -3.11
H 1.72 -3.44 -0.99
O 4.31 -1.60 -1.54
C 3.91 -1.12 -0.49
O 3.22 -1.71 0.40
C 4.23 0.36 -0.23
C 4.93 1.09 -1.23
C 5.14 2.41 -1.03
C 4.67 3.03 0.15
C 4.81 4.42 0.40
C 4.32 4.96 1.55
C 3.67 4.15 2.50
C 3.51 2.81 2.28
C 4.01 2.22 1.10
N 3.82 0.89 0.88
H 5.25 0.55 -2.11
H 5.66 3.01 -1.77
H 5.31 5.03 -0.34
H 4.43 6.03 1.74
H 3.27 4.59 3.40
H 2.99 2.19 3.00
I 3.75 -3.98 2.96
I 6.53 -3.54 2.57
I -4.83 -6.00 5.69
C -2.93 -5.29 5.15
C -2.12 -6.08 4.35
C -0.86 -5.61 4.01
C -0.41 -4.38 4.48
C -1.25 -3.61 5.27
C -2.51 -4.05 5.61
C 0.98 -3.89 4.19
O 1.53 -4.44 3.17
O 1.46 -3.01 4.89
H -2.47 -7.04 3.99
H -0.21 -6.19 3.37
H -0.88 -2.65 5.62
H -3.17 -3.44 6.22
```

=====

Here is a single C12H17P molecule from the OMol25 dataset. Energies are from ωB97M-V with the def2-TZVPD basis set.

For the energy, the calculation gives -808.6057 hartree. Its HOMO-LUMO gap (alpha / beta) is 8.1 / 7.9 eV. The molar mass comes out at 192.2 g mol⁻¹.

The geometry in XYZ format:
```
30
C12H17P | the OMol25 dataset | ωB97M-V with the def2-TZVPD basis set
C 4.00 0.11 0.21
C 3.55 1.15 -0.58
C 3.14 -0.85 0.66
C 2.25 1.20 -1.01
C 1.87 -0.93 0.25
C 1.48 0.23 -0.47
C 0.85 -1.96 0.57
C -1.03 -0.31 -0.94
C -3.41 -0.20 -0.39
C -1.96 1.87 -0.22
C -1.65 0.07 1.40
C -2.00 0.40 -0.04
P -0.61 -2.01 -0.72
H 5.00 0.05 0.51
H 4.05 2.00 -0.86
H 3.44 -1.66 1.34
H 1.87 2.04 -1.39
H 1.27 -3.00 0.57
H 0.33 -1.84 1.53
H -1.17 -0.15 -2.03
H -3.17 -1.18 -0.50
H -3.79 0.20 -1.32
H -4.03 -0.19 0.58
H -2.88 2.41 0.26
H -1.04 2.34 0.33
H -1.76 2.15 -1.26
H -2.45 0.38 2.16
H -0.74 0.62 1.76
H -1.54 -1.05 1.38
H 0.12 -1.92 -1.78
```

=====

Here is a molecular structure, C37H38N4P2SeSiZn from the OMol25 dataset. Energies are from ωB97M-V with the def2-TZVPD basis set.

For the energy, the calculation gives -6804.7481 hartree. Its HOMO-LUMO gap is 7.6 eV. The molar mass comes out at 773.1 g mol⁻¹.

The geometry in XYZ format:
```
84
C37H38N4P2SeSiZn | the OMol25 dataset | ωB97M-V with the def2-TZVPD basis set
Zn -1.02 -0.71 0.21
C 1.79 0.23 1.95
N 1.85 1.47 1.16
C 0.68 2.31 1.23
P -0.73 1.74 0.09
C -2.31 2.48 0.57
C -2.49 2.81 1.92
C -3.78 3.17 2.32
C -4.87 3.08 1.50
C -4.63 2.86 0.12
C -3.37 2.66 -0.36
C -0.39 2.61 -1.47
C -0.92 3.86 -1.80
C -0.82 4.36 -3.10
C -0.17 3.59 -4.05
C 0.38 2.34 -3.71
C 0.27 1.84 -2.44
C 3.14 2.02 0.94
C 3.31 2.67 -0.28
C 4.46 3.48 -0.54
C 5.49 3.49 0.41
C 5.33 2.80 1.60
C 4.19 2.05 1.86
P 1.22 -1.19 0.83
C 1.20 -2.70 1.79
C 0.80 -3.92 1.15
C 0.74 -5.09 1.91
C 1.36 -5.16 3.16
C 1.79 -3.99 3.76
C 1.75 -2.76 3.08
C 2.56 -1.44 -0.32
C 3.88 -1.71 0.17
C 4.91 -1.93 -0.73
C 4.65 -1.91 -2.13
C 3.41 -1.58 -2.61
C 2.31 -1.41 -1.75
H 0.99 0.37 2.71
H 2.76 0.04 2.43
H 0.92 3.25 0.73
H 0.35 2.51 2.25
H -1.69 2.84 2.65
H -3.91 3.50 3.36
H -5.86 3.38 1.88
H -5.49 2.97 -0.56
H -3.20 2.51 -1.41
H -1.25 4.48 -0.99
H -1.26 5.33 -3.32
H -0.12 3.92 -5.11
H 0.86 1.77 -4.54
H 0.75 0.84 -2.25
H 2.50 2.65 -1.02
H 4.52 4.14 -1.47
H 6.36 4.12 0.24
H 6.09 2.89 2.41
H 4.13 1.60 2.81
H 0.57 -3.97 0.09
H 0.29 -5.97 1.52
H 1.42 -6.12 3.67
H 2.21 -4.00 4.76
H 2.07 -1.84 3.59
H 3.97 -1.62 1.29
H 5.92 -1.90 -0.38
H 5.51 -2.00 -2.80
H 3.25 -1.40 -3.70
H 1.31 -1.27 -2.14
N -1.38 -1.31 -1.64
C -1.41 -1.60 -2.81
N -1.56 -1.90 -4.06
C -0.46 -1.74 -4.82
N 0.40 -1.66 -5.58
C -3.93 -3.47 -0.93
Si -4.34 -2.55 0.63
C -5.34 -3.78 1.64
C -5.23 -0.93 0.30
Se -2.56 -1.79 1.82
H -4.70 -4.09 -1.37
H -3.02 -4.07 -0.94
H -3.72 -2.74 -1.72
H -5.82 -4.56 1.00
H -6.09 -3.26 2.25
H -4.61 -4.22 2.36
H -5.08 -0.29 1.17
H -6.28 -1.02 0.14
H -4.78 -0.47 -0.57
```

=====

Here is 4 unconnected molecules or ions with the total composition C23H35N3O12PS2 from the OMol25 dataset. Energies are from ωB97M-V with the def2-TZVPD basis set.

The charge is -1. For the energy, the calculation gives -3102.3235 hartree. Its HOMO-LUMO gap is 4.9 eV. The molar mass comes out at 640.7 g mol⁻¹.

The geometry in XYZ format:
```
76
C23H35N3O12PS2 | the OMol25 dataset | ωB97M-V with the def2-TZVPD basis set
O 1.11 4.86 0.88
P -0.31 4.69 0.01
O -0.04 5.17 -1.57
C -0.71 2.92 0.01
C -1.99 2.78 -0.80
C -2.41 1.33 -1.19
C -1.60 0.19 -0.58
C -2.07 -0.23 0.83
C -1.00 -1.11 1.52
C -0.12 -0.35 2.52
C 1.11 0.28 1.88
S 2.32 -0.98 1.34
C 2.47 -0.61 -0.37
N 2.46 -1.36 -1.40
N 2.59 -0.49 -2.47
C 2.65 0.69 -2.02
O 2.59 0.70 -0.66
N -0.94 2.59 1.52
C -1.55 3.38 2.20
S -2.54 4.15 3.18
H 1.16 4.20 1.58
H 0.76 4.71 -1.88
H -2.82 3.31 -0.30
H -1.81 3.32 -1.73
H -2.31 1.23 -2.28
H -3.47 1.16 -0.97
H -1.78 -0.70 -1.20
H -0.52 0.35 -0.62
H -2.95 -0.87 0.67
H -2.41 0.61 1.43
H -0.42 -1.61 0.74
H -1.53 -1.88 2.10
H -0.74 0.43 2.97
H 0.18 -1.01 3.35
H 0.77 0.80 0.98
H 1.59 1.04 2.50
H 2.72 1.61 -2.56
C 2.12 -5.41 0.31
C 0.69 -5.65 0.72
C -0.08 -6.55 -0.21
O -1.43 -6.08 -0.04
C -1.35 -4.77 0.34
O -2.26 -4.02 0.38
O -0.08 -4.44 0.66
H 2.17 -4.85 -0.62
H 2.63 -4.80 1.06
H 2.66 -6.35 0.20
H 0.65 -6.03 1.75
H -0.01 -7.60 0.06
H 0.20 -6.43 -1.26
C -6.75 -3.34 -2.33
C -5.25 -3.26 -2.50
C -4.53 -2.59 -1.36
O -3.37 -2.04 -2.00
C -3.70 -1.83 -3.30
O -3.04 -1.21 -4.07
O -4.89 -2.41 -3.60
H -7.19 -2.34 -2.33
H -7.20 -3.88 -3.16
H -7.01 -3.84 -1.40
H -4.84 -4.26 -2.70
H -4.23 -3.29 -0.58
H -5.10 -1.78 -0.91
C 4.75 4.04 0.15
C 5.08 4.81 1.41
C 5.99 6.00 1.19
O 6.67 6.10 2.44
C 6.69 4.86 3.00
O 7.34 4.55 3.94
O 5.87 4.02 2.32
H 5.65 3.57 -0.26
H 4.05 3.24 0.38
H 4.30 4.69 -0.60
H 4.16 5.10 1.92
H 5.43 6.91 0.98
H 6.73 5.84 0.40
```

=====

Here is a single C5H8O2S molecule from the OMol25 dataset. Energies are from ωB97M-V with the def2-TZVPD basis set.

For the energy, the calculation gives -743.7690 hartree. Its HOMO-LUMO gap is 7.8 eV. The molar mass comes out at 132.2 g mol⁻¹.

The geometry in XYZ format:
```
16
C5H8O2S | the OMol25 dataset | ωB97M-V with the def2-TZVPD basis set
C 0.92 0.64 -0.20
C -1.08 1.41 0.60
C 0.87 -0.66 -0.18
C -2.02 0.33 0.76
C 1.90 -1.61 0.31
O -1.20 0.58 -1.90
O -0.06 2.72 -1.53
S -0.51 1.46 -1.03
H 1.73 1.42 -0.11
H -0.13 -1.07 -0.33
H -2.30 0.04 -0.22
H -2.87 0.82 1.28
H -1.56 -0.57 1.33
H 1.79 -1.61 1.34
H 2.88 -1.26 0.00
H 1.64 -2.63 -0.12
```

=====

Here is 2 unconnected molecules or ions with the total composition C4H9O2 from the OMol25 dataset. Energies are from ωB97M-V with the def2-TZVPD basis set.

Its spin multiplicity is 2. For the energy, the calculation gives -308.1983 hartree. Its HOMO-LUMO gap (alpha / beta) is 11.8 / 7.7 eV. The molar mass comes out at 89.1 g mol⁻¹.

The geometry in XYZ format:
```
15
C4H9O2 | the OMol25 dataset | ωB97M-V with the def2-TZVPD basis set
C 1.99 1.03 0.76
C 2.10 1.53 -0.68
O 1.91 2.80 -0.75
O 2.40 0.83 -1.62
H 1.31 0.16 0.73
H 1.52 1.75 1.47
H 2.96 0.85 1.22
C -2.39 -1.66 -0.16
C -1.27 -0.56 -0.13
H -2.83 -1.73 0.84
H -2.98 -1.47 -1.05
H -1.83 -2.59 -0.23
H -1.36 0.07 -1.00
H -0.28 -1.09 -0.14
H -1.25 0.08 0.74
```

=====

Here is a single C3H9OPS2 molecule from the OMol25 dataset. Energies are from ωB97M-V with the def2-TZVPD basis set.

For the energy, the calculation gives -1332.7009 hartree. Its HOMO-LUMO gap is 9.7 eV. The molar mass comes out at 156.2 g mol⁻¹. The SMILES is CC(C)[P@@](O)(=S)S.

The geometry in XYZ format:
```
16
C3H9OPS2 | the OMol25 dataset | ωB97M-V with the def2-TZVPD basis set
C 0.79 1.05 -0.91
C -0.71 -1.06 -0.70
C 0.39 -0.17 -0.04
O 1.04 1.12 2.29
P -0.30 0.14 1.57
S -2.05 0.96 1.84
S -0.06 -1.72 2.33
H 1.49 1.75 -0.42
H 1.20 0.65 -1.87
H -0.01 1.65 -1.35
H -0.62 -1.11 -1.77
H -1.79 -0.70 -0.62
H -0.80 -2.03 -0.27
H 1.23 -0.74 0.13
H 0.56 1.72 3.01
H -1.21 -1.51 3.06
```

=====

Here is 11 unconnected molecules or ions with the total composition C21H52O17 from the OMol25 dataset. Energies are from ωB97M-V with the def2-TZVPD basis set.

For the energy, the calculation gives -2110.1951 hartree. Its HOMO-LUMO gap is 9.9 eV. The molar mass comes out at 576.6 g mol⁻¹. The SMILES is O=C1OCCO1.O=C1OCCO1.O=C1OCCO1.CCO.CCO.CCO.CCO.CCO.CCO.O.O.

The geometry in XYZ format:
```
90
C21H52O17 | the OMol25 dataset | ωB97M-V with the def2-TZVPD basis set
C -1.75 -1.03 1.61
C -0.26 -0.94 1.31
O -0.23 -0.92 -0.12
C -1.43 -1.20 -0.62
O -1.56 -1.26 -1.81
O -2.32 -1.20 0.35
H -2.10 -0.09 2.05
H -1.83 -1.90 2.25
H 0.39 -1.73 1.68
H 0.11 0.03 1.66
C -0.99 -0.08 -9.78
C -2.30 -0.32 -9.12
O -3.25 0.47 -9.83
C -2.69 0.88 -11.01
O -3.27 1.34 -11.94
O -1.38 0.74 -10.87
H -0.46 -0.95 -10.19
H -0.29 0.50 -9.17
H -2.15 -0.12 -8.06
H -2.60 -1.36 -9.10
C -3.62 -6.52 -3.84
C -2.18 -6.83 -3.47
O -1.51 -7.04 -4.73
C -2.26 -6.61 -5.75
O -1.89 -6.48 -6.97
O -3.49 -6.28 -5.24
H -3.98 -5.65 -3.31
H -4.15 -7.46 -3.66
H -2.19 -7.77 -2.92
H -1.73 -6.06 -2.84
O -3.79 -6.15 2.33
H -2.90 -5.96 2.61
H -4.24 -6.46 3.12
O 1.12 -2.92 6.89
H 0.84 -2.98 7.80
H 0.73 -3.69 6.47
C 2.82 -8.10 5.42
C 2.24 -7.64 4.06
O 0.84 -7.83 4.18
H 2.63 -7.39 6.23
H 3.90 -8.06 5.27
H 2.52 -9.00 5.95
H 2.46 -8.47 3.39
H 2.58 -6.70 3.63
H 0.72 -8.79 4.16
C -1.62 6.21 -2.63
C -0.58 5.49 -1.73
O 0.37 4.85 -2.57
H -2.37 6.75 -2.04
H -2.17 5.51 -3.26
H -1.14 7.02 -3.17
H -1.08 4.87 -0.99
H -0.17 6.29 -1.11
H 0.00 4.02 -2.87
C -6.47 5.61 3.30
C -7.53 6.28 2.45
O -7.98 7.39 3.12
H -5.65 6.28 3.59
H -5.77 5.02 2.71
H -6.90 5.01 4.10
H -8.39 5.73 2.07
H -6.99 6.85 1.69
H -7.89 8.26 2.73
C 7.47 4.03 2.20
C 5.93 4.34 2.24
O 5.38 3.49 3.18
H 7.90 4.84 1.61
H 7.56 3.16 1.55
H 7.92 3.92 3.19
H 5.44 4.07 1.30
H 5.81 5.33 2.68
H 4.42 3.62 3.18
C 0.60 4.31 7.75
C -0.02 3.59 6.52
O 0.47 4.05 5.34
H 1.55 3.94 8.15
H -0.01 4.18 8.64
H 0.73 5.39 7.83
H -1.07 3.86 6.43
H -0.02 2.50 6.57
H 0.19 4.97 5.28
C 5.42 -0.66 -2.77
C 6.79 -0.76 -3.47
O 7.64 0.37 -3.05
H 4.88 0.28 -2.90
H 5.48 -0.67 -1.69
H 4.79 -1.52 -2.99
H 6.62 -0.51 -4.52
H 7.29 -1.73 -3.47
H 8.03 0.15 -2.20
```